C5H11ClN | ωB97M-V with the def2-TZVPD basis set

```
18
Properties=species:S:1:pos:R:3
C 1.6452 0.7555 -0.3217
C 2.1869 -0.5021 -0.8701
C -1.7694 -1.8432 0.6594
C -0.0899 2.0808 0.6223
C -1.8362 -0.8439 -0.3936
N 0.4626 0.8908 0.0761
Cl -2.9062 0.3943 -0.3748
H 2.3504 1.5950 -0.2690
H 3.0154 -0.8374 -0.2461
H 1.4307 -1.2804 -0.9154
H 2.5934 -0.3223 -1.8650
H -2.6420 -1.8312 1.3099
H -1.6138 -2.8357 0.2283
H -0.8874 -1.6672 1.2861
H -1.1642 2.0931 0.4180
H 0.3557 2.9868 0.2026
H 0.0468 2.0848 1.7045
H -1.1782 -0.9178 -1.2512
```

Summary:
strongest force on any atom	3.43	eV/A
ΔE to the lowest compared entry with this formula, charge and spin	0.0	kcal per mole
gap between HOMO and LUMO (spin up / spin down)	6.39 / 5.87	eV
multiplicity	3
total energy	-711.63177	Eh
net charge	+1
HOMO level (spin up / spin down)	-0.4041 / -0.5330	Eh